1.
97
Properties=species:S:1:pos:R:3 method="wB97M-V/def2-TZVPD" charge=-2 gap_ev="4.64 / 4.64"
Sb -4.20 -0.08 -0.31
Se -3.51 0.78 1.91
Se -1.65 -1.02 -1.46
Se -5.27 -2.23 0.04
Se -1.43 -3.34 -1.11
Ge 0.88 -3.86 1.09
Co 0.60 -1.05 -0.61
Cl -5.71 2.04 -5.41
O -0.92 6.47 0.58
N 5.60 -3.51 -3.66
N 0.61 0.98 -0.59
N 0.27 3.13 -0.43
N 1.09 2.97 -1.49
N 2.54 -1.08 -0.88
C 1.73 -6.62 1.96
C 1.61 -5.70 0.91
C -1.33 -2.56 2.38
C -4.35 2.89 -4.71
C 4.70 -0.18 -0.31
C 4.51 -1.89 -1.94
C 3.75 -3.41 1.72
C -1.27 5.31 -0.22
C -1.03 -4.80 3.16
C 2.14 -6.07 -0.33
C -0.01 1.92 0.11
C 2.84 -8.21 0.52
C 4.64 -1.86 3.34
C -2.45 -2.42 3.19
C -3.32 4.94 -4.05
C -2.57 4.72 0.41
C -3.68 5.78 0.45
C -3.14 3.52 -0.34
C 2.26 -2.02 2.96
C 0.45 -3.07 -0.61
C -1.06 5.01 -2.95
C 2.75 -7.30 -0.53
C 0.03 4.49 0.06
C -2.86 -3.47 3.99
C 3.34 -1.44 3.62
C -0.60 -3.75 2.36
C 1.26 1.67 -1.55
C 5.11 -2.79 -2.91
C 4.84 -2.85 2.39
C 2.44 -3.01 2.00
C 5.32 -1.01 -1.23
C -1.35 5.85 -1.69
C -2.19 2.87 -3.71
C -4.40 4.27 -4.62
C -2.15 -4.67 3.98
C 3.33 -0.26 -0.16
C -2.21 4.25 -3.58
C -2.29 4.33 1.86
C -3.26 2.18 -4.25
C 2.33 -7.86 1.76
C 3.14 -1.90 -1.75
H -0.65 1.75 0.96
H -1.67 3.44 1.96
H 1.39 -6.37 2.95
H 2.05 -5.39 -1.17
H -3.44 6.60 1.14
H -3.36 6.02 -3.98
H -3.22 4.06 2.36
H -2.40 2.75 -0.57
H 2.49 -2.54 -2.32
H -3.93 6.19 -0.53
H 3.17 -0.67 4.36
H 0.16 4.49 1.14
H 5.48 -1.42 3.86
H 5.27 0.51 0.29
H 3.14 -7.56 -1.50
H -4.58 5.30 0.83
H -3.03 -1.51 3.13
H -1.35 2.31 -3.33
H -3.76 -3.38 4.59
H 2.41 -8.56 2.59
H -1.62 7.12 0.46
H -2.32 6.34 -1.82
H 1.86 1.20 -2.32
H -2.48 -5.50 4.58
H 6.39 -1.00 -1.38
H -3.60 3.83 -1.27
H 5.84 -3.19 2.16
H 1.26 -1.69 3.21
H 3.93 -4.21 1.00
H 2.82 0.35 0.58
H 1.05 -3.53 -1.40
H -0.24 4.33 -2.77
H -3.89 3.03 0.28
H -1.81 5.15 2.40
H 0.86 5.07 -0.35
H -0.62 6.66 -1.69
H -0.53 -5.76 3.14
H -3.25 1.10 -4.30
H -1.06 -1.74 1.72
H -5.27 4.81 -4.98
H 3.31 -9.17 0.37
H -0.70 5.71 -3.71



2.
99
Properties=species:S:1:pos:R:3 method="wB97M-V/def2-TZVPD" charge=+2 relative_energy_kj_mol=69.25 gap_ev="5.49 / 6.34"
Pt -2.03 0.15 -0.81
Te -3.51 2.30 -0.97
S -4.17 3.73 -3.84
F 4.18 0.22 1.87
O -3.38 -0.40 -2.11
O -3.88 1.74 2.05
O -3.35 -0.14 0.95
O -0.51 0.62 0.46
O -1.67 -1.93 -0.28
O -7.03 -2.87 -3.71
O -0.68 0.45 -2.51
N -0.59 1.02 4.54
N 6.72 0.37 6.04
N 4.23 0.38 4.69
N 1.03 -1.49 -4.75
N 0.68 -0.29 -4.16
C -7.28 -1.86 -4.68
C -0.78 1.37 5.95
C -0.12 0.69 7.11
C 1.51 0.86 -4.26
C 4.76 1.62 5.22
C -0.59 -1.90 -3.27
C 1.85 0.43 1.82
C 0.63 0.80 3.90
C 0.26 -3.84 -4.76
C -1.72 3.95 -4.54
C -2.99 4.25 -4.95
C -3.14 0.81 1.79
C -5.99 -2.71 -2.88
C 1.76 -1.53 -6.01
C 0.95 2.05 -4.69
C 5.63 1.33 6.44
C -1.78 0.78 2.46
C 3.10 3.11 -4.48
C -3.83 -2.58 -1.06
C -1.70 3.28 -3.30
C 2.86 0.78 -3.93
C 5.29 -0.51 4.25
C 1.85 0.68 4.59
C -5.79 -3.75 -1.94
C 0.22 -2.45 -4.24
C 3.65 1.91 -4.06
C -2.68 -2.66 -0.19
C 3.01 0.37 2.53
C 3.04 0.48 3.92
C 6.15 -0.89 5.44
C -1.72 1.00 3.81
C 1.75 3.18 -4.79
C -4.07 -1.52 -1.99
C -0.59 0.67 1.72
C 0.18 2.14 6.80
C -0.28 -0.52 -3.22
C 0.64 0.64 2.50
C -2.63 -3.65 0.94
C -5.14 -1.63 -2.90
C -2.97 3.08 -2.79
C -4.75 -3.66 -1.07
H -3.24 -3.23 1.74
H 2.75 -1.95 -5.87
H -1.60 -3.71 1.29
H 3.72 3.99 -4.57
H 3.27 -0.16 -3.60
H -6.47 -4.59 -1.93
H 4.86 -1.42 3.83
H 1.86 -0.52 -6.39
H -1.31 -2.42 -2.67
H 5.35 2.17 4.47
H -2.63 1.19 4.34
H 6.10 2.23 6.83
H 5.05 0.84 7.22
H 1.28 -4.21 -4.84
H 1.15 2.40 6.40
H -0.25 2.90 7.43
H 1.32 4.12 -5.13
H -0.10 2.08 -4.96
H -1.81 1.63 6.10
H -4.62 -4.47 -0.37
H 3.95 2.28 5.53
H -8.14 -2.21 -5.24
H 7.30 0.15 6.84
H -5.27 -0.80 -3.58
H -0.84 4.21 -5.10
H 1.85 0.34 0.75
H -7.51 -0.91 -4.20
H 5.56 -1.37 6.22
H 1.89 0.71 5.66
H -3.28 4.76 -5.86
H -0.81 2.94 -2.79
H -0.30 -4.49 -4.10
H 4.71 1.85 -3.82
H 7.32 0.82 5.35
H -6.42 -1.75 -5.35
H -0.76 0.47 7.96
H -0.20 -3.89 -5.75
H 1.20 -2.12 -6.73
H 5.92 -0.07 3.47
H 0.63 -0.06 6.93
H 6.98 -1.53 5.15
H -3.00 -4.64 0.71



3.
87
Properties=species:S:1:pos:R:3 method="wB97M-V/def2-TZVPD" multiplicity=5 gap_ev="5.54 / 5.13"
Se -1.13 1.76 2.25
Fe -0.33 0.89 -1.38
P -1.23 -1.05 0.27
P 2.41 -0.33 0.66
C -2.14 1.03 -3.34
C 4.92 -3.46 1.30
C -4.01 -4.51 1.15
C -3.78 -3.49 2.12
C 1.43 -0.25 2.12
C 3.12 1.71 -1.11
C -1.52 1.65 -4.55
C 3.16 4.12 -0.57
C -0.85 1.71 4.93
C 1.44 -1.12 -0.62
C 6.16 -2.84 1.06
C 3.85 -1.33 0.83
C -3.14 3.28 -0.71
C -2.07 -0.29 -2.98
C 0.08 -0.64 -4.27
C -2.43 -2.38 0.42
C -4.75 1.51 -0.28
C -0.33 1.30 6.13
C 0.73 0.22 -3.22
C -0.07 -0.08 6.40
C 5.10 -0.73 0.58
C -2.48 0.94 -0.66
C 3.29 3.06 -1.50
C 2.80 1.42 0.25
C -0.98 0.80 3.82
C 0.53 1.59 -3.07
C -4.45 2.87 -0.48
C 2.76 3.85 0.76
C -0.14 2.30 -4.22
C -1.24 -1.26 -3.76
C -0.99 -0.58 4.18
C 6.25 -1.49 0.69
C 3.76 -2.68 1.23
C -0.50 -1.02 5.42
C -2.60 -3.40 -0.53
C -3.00 -2.40 1.71
C 0.07 -1.51 -0.83
C -3.45 -4.45 -0.17
C 2.62 2.51 1.17
C -2.15 2.29 -0.83
C -3.75 0.55 -0.29
H -0.04 -2.45 -1.42
H -0.16 2.04 6.96
H -1.26 2.69 4.84
H 5.05 0.33 0.34
H 0.46 -0.38 7.31
H -2.90 4.24 -1.09
H -1.48 0.96 -5.45
H 2.38 2.33 2.21
H -1.83 -1.63 -4.64
H 2.80 -3.10 1.52
H -0.10 -0.10 -5.22
H -4.20 -3.54 3.12
H -0.50 -2.10 5.72
H 2.19 -1.66 -1.27
H 0.76 -1.12 2.23
H 3.15 0.92 -1.85
H -0.33 3.34 -3.91
H -5.80 1.12 -0.27
H -2.21 2.46 -4.90
H 2.64 4.69 1.47
H 0.73 -1.45 -4.56
H -4.03 -0.51 -0.10
H 0.78 0.50 1.65
H -3.72 -5.22 -0.91
H -2.75 -1.58 2.39
H 7.09 -3.43 1.16
H -1.02 -2.19 -3.16
H -2.84 -0.72 -2.34
H 1.58 -0.25 -2.73
H 7.22 -0.99 0.45
H 4.85 -4.55 1.53
H -1.48 -1.32 3.58
H 3.54 3.26 -2.57
H -1.15 2.68 -1.19
H 0.98 2.22 -2.26
H 0.41 2.31 -5.19
H 1.71 0.44 2.95
H -5.27 3.58 -0.72
H -4.66 -5.35 1.43
H -2.03 -3.38 -1.47
H 3.37 5.12 -0.92
H -2.88 1.70 -2.81



4.
87
Properties=species:S:1:pos:R:3 method="wB97M-V/def2-TZVPD" charge=+2 gap_ev="4.65 / 4.70"
Hf -0.49 1.38 0.94
Te 0.90 1.31 3.37
P -2.05 2.02 -1.35
P -2.58 -0.78 -1.34
C -5.74 -2.46 -3.57
C -4.09 5.76 -3.44
C 3.51 0.91 5.16
C 3.00 -2.11 1.85
C -0.37 3.77 -0.20
C -4.80 0.09 -2.91
C -5.87 -0.06 -3.80
C -2.02 -2.51 -1.17
C -0.59 -4.40 -1.65
C 2.54 -1.81 0.64
C 5.38 -1.21 2.59
C -2.68 3.79 -3.58
C 4.93 0.15 2.17
C 2.46 0.16 4.62
C -6.35 -1.33 -4.13
C 4.39 -1.06 6.30
C -2.74 -3.30 -0.23
C -3.23 4.93 -4.17
C 1.79 3.17 0.61
C -4.41 5.42 -2.12
C 3.35 -1.81 5.76
C 0.71 1.69 -1.01
C -1.46 -0.49 1.65
C 2.37 -1.20 4.93
C -4.65 -2.31 -2.70
C -2.94 3.47 -2.23
C -0.94 -3.06 -1.86
C -2.35 -4.62 0.01
C 3.40 -1.39 -0.51
C -1.57 -0.24 -2.74
C 1.64 1.88 0.04
C 4.48 -2.36 2.07
C -1.28 -5.17 -0.70
C -0.37 2.63 -1.05
C 4.64 -0.52 -0.23
C 4.57 0.44 0.92
C -1.46 1.11 -2.81
C 4.46 0.31 6.00
C 0.82 4.15 0.42
C -3.84 4.28 -1.52
C -4.16 -1.04 -2.36
H 0.88 5.15 0.85
H -4.18 -3.21 -2.31
H -1.42 -0.51 2.76
H -4.45 1.09 -2.66
H 3.55 1.98 4.94
H -0.92 1.68 -3.58
H -1.03 -1.45 1.34
H 4.93 -2.76 1.15
H -3.60 -2.88 0.29
H 3.27 -2.87 6.00
H 3.83 -2.28 -1.01
H 0.23 -4.83 -2.22
H -6.11 -3.46 -3.81
H 4.76 0.12 -1.12
H -2.90 -5.21 0.74
H 2.42 1.12 0.23
H -6.33 0.83 -4.25
H -0.38 -2.47 -2.57
H 6.41 -1.41 2.22
H 4.27 1.46 0.69
H -1.29 -0.94 -3.54
H -2.98 5.17 -5.20
H -4.10 4.03 -0.49
H 2.35 -2.41 2.67
H 5.55 -1.15 -0.18
H 1.54 -1.78 4.53
H 1.46 -1.85 0.43
H -2.54 -0.51 1.40
H -2.04 3.16 -4.19
H 5.27 0.91 6.43
H -7.19 -1.44 -4.81
H 4.90 0.91 2.96
H -4.51 6.65 -3.91
H -1.25 4.40 -0.14
H 2.75 -0.88 -1.24
H 4.53 -3.17 2.82
H 2.66 3.35 1.27
H 5.41 -1.28 3.69
H -5.09 6.05 -1.55
H 0.86 0.86 -1.73
H -0.98 -6.21 -0.52
H 5.14 -1.52 6.95



5.
92
Properties=species:S:1:pos:R:3 method="wB97M-V/def2-TZVPD" multiplicity=2 charge=+2 relative_energy_kj_mol=16.77 gap_ev="7.78 / 7.33"
Te -0.84 -0.30 0.47
V 1.79 0.95 -0.11
O 1.80 -0.08 1.54
N 0.77 1.87 -1.77
N 0.89 -1.07 -0.30
N 3.81 4.55 -0.13
N 0.57 1.91 -3.98
N 3.39 1.16 -1.67
N 2.57 2.81 0.43
C 3.53 -2.44 -0.58
C -4.01 -0.35 0.92
C -2.01 -1.36 -2.22
C -0.66 2.35 -3.47
C -3.07 -1.84 -2.99
C 2.75 1.10 -3.00
C -3.60 -0.90 -0.42
C 4.17 2.40 -1.41
C 1.32 3.93 2.31
C -1.57 -3.88 2.80
C 2.00 6.24 2.62
C 3.50 3.26 -0.38
C 2.96 -2.01 0.62
C 1.87 -1.02 0.62
C 2.92 6.19 1.60
C -0.51 2.33 -2.08
C -0.64 -1.36 -2.84
C -2.71 3.18 -1.87
C 3.02 4.97 0.93
C -1.23 -3.63 0.35
C -1.66 -3.41 4.11
C -1.20 -1.16 3.32
C 4.99 -3.89 0.65
C 3.41 -2.53 1.83
C -4.37 -1.89 -2.51
C -1.14 -1.68 2.01
C -1.83 2.76 -4.10
C -1.54 2.77 -1.25
C -1.47 -2.05 4.34
C -2.30 -0.92 -0.93
C -2.85 3.16 -3.26
C -0.98 0.29 3.62
C -1.31 -3.03 1.72
C -4.62 -1.41 -1.23
C 1.36 1.65 -2.92
C 1.21 5.14 2.98
C 2.24 3.86 1.27
C 4.55 -3.38 -0.56
C 4.42 -3.47 1.84
C -1.94 -4.34 5.25
C -5.49 -2.42 -3.36
H 0.82 1.83 -4.95
H 0.51 5.23 3.79
H -1.74 0.94 3.18
H 5.79 -4.63 0.67
H 4.51 5.09 -0.61
H -3.53 3.53 -1.26
H -0.54 -3.10 -0.31
H -2.82 -4.02 5.80
H -6.15 -3.05 -2.77
H -0.12 -2.30 -2.64
H 4.33 2.96 -2.34
H -2.22 -3.64 -0.13
H 4.03 0.37 -1.61
H 2.71 0.05 -3.31
H 3.14 -2.08 -1.52
H -1.70 -4.94 2.61
H -4.37 -1.15 1.57
H -6.08 -1.60 -3.76
H -5.11 -3.00 -4.19
H -1.51 -1.68 5.36
H 0.72 3.07 2.60
H -1.11 -4.36 5.95
H 5.15 2.12 -1.04
H -0.73 -1.24 -3.92
H -1.42 2.82 -0.18
H -2.12 -5.36 4.90
H -3.23 0.17 1.47
H 0.00 0.62 3.26
H 3.34 1.64 -3.75
H 3.53 7.04 1.33
H 1.88 7.17 3.18
H -1.00 0.46 4.70
H -5.63 -1.41 -0.85
H -0.01 -0.56 -2.45
H 2.96 -2.18 2.76
H -2.86 -2.19 -3.99
H 4.99 -3.72 -1.49
H -1.94 2.77 -5.17
H -3.79 3.49 -3.70
H -4.82 0.36 0.79
H -0.88 -4.66 0.42
H 4.77 -3.88 2.78



It is found that the max |F| values, taken in the order of the records, are 0.87, 1.77, 2.41, 4.61, 0.55 eV Å⁻¹.
It is found that the energy values, taken in the order of the records, are -427286.5679, -89058.4949, -161498.7354, -70354.2241, -87156.7541 eV.